Model i:
Formula: C38H54ClF6NO8P3S2SiTi
Source: the OMol25 dataset
Level of theory: ωB97M-V/def2-TZVPD

Results
* net charge: -1
* 2S+1: 3
* HOMO-LUMO gap (spin up / spin down): 7.0834 / 6.4241 eV

Atoms and positions in Å:
Ti (-0.982, 1.327, 2.291)
C (-2.130, -3.573, -0.850)
C (-2.199, -3.045, -2.281)
C (-1.548, -4.016, -3.228)
P (-1.722, -1.241, -2.270)
C (-2.365, -0.519, -3.866)
C (-2.201, 1.006, -3.667)
C (-3.820, -0.897, -4.138)
C (0.072, -1.102, -2.768)
C (0.547, -1.578, -4.001)
C (1.915, -1.517, -4.330)
C (2.832, -0.985, -3.447)
C (2.371, -0.508, -2.227)
C (1.030, -0.546, -1.847)
Si (0.881, -0.179, -0.006)
C (2.357, 0.983, 0.251)
C (3.328, 0.566, 1.120)
C (4.574, 1.203, 1.206)
C (4.919, 2.160, 0.289)
C (3.933, 2.688, -0.554)
C (2.639, 2.111, -0.552)
P (1.270, 2.846, -1.601)
C (1.108, 4.576, -1.040)
C (2.280, 5.568, -1.231)
C (0.775, 4.498, 0.474)
C (1.954, 3.250, -3.342)
C (0.723, 3.806, -4.117)
C (2.566, 2.086, -4.145)
C (1.524, -1.869, 0.836)
C (2.270, -2.759, -0.008)
C (3.026, -3.809, 0.443)
C (3.084, -4.063, 1.818)
C (2.368, -3.274, 2.659)
C (1.502, -2.248, 2.218)
P (0.256, -1.591, 3.347)
C (0.491, -1.911, 5.112)
C (0.816, -3.337, 5.648)
C (1.542, -0.887, 5.588)
C (-1.319, -2.357, 2.853)
C (-2.405, -2.185, 3.938)
C (-1.101, -3.801, 2.423)
H (-2.793, -4.436, -0.745)
H (-2.489, -2.803, -0.183)
H (-1.118, -3.800, -0.545)
H (-3.246, -2.916, -2.573)
H (-0.466, -4.037, -3.036)
H (-1.730, -3.687, -4.249)
H (-1.991, -4.990, -3.064)
H (-1.755, -0.830, -4.692)
H (-2.731, 1.363, -2.784)
H (-2.502, 1.568, -4.565)
H (-1.116, 1.241, -3.494)
H (-4.385, -0.608, -3.259)
H (-3.936, -1.975, -4.301)
H (-4.261, -0.444, -5.033)
H (-0.197, -1.934, -4.716)
H (2.245, -1.896, -5.280)
H (3.879, -0.895, -3.730)
H (3.093, -0.127, -1.544)
H (3.099, -0.192, 1.844)
H (5.231, 0.869, 1.994)
H (5.889, 2.672, 0.431)
H (4.269, 3.518, -1.194)
H (0.232, 4.886, -1.583)
H (3.185, 5.161, -0.851)
H (2.103, 6.464, -0.647)
H (2.465, 5.900, -2.262)
H (1.675, 4.301, 1.049)
H (0.044, 3.698, 0.691)
H (0.324, 5.412, 0.875)
H (2.766, 4.003, -3.203)
H (-0.072, 3.062, -4.157)
H (1.020, 4.055, -5.143)
H (0.352, 4.704, -3.687)
H (1.751, 1.342, -4.363)
H (3.350, 1.600, -3.559)
H (2.917, 2.505, -5.083)
H (2.229, -2.577, -1.101)
H (3.548, -4.424, -0.250)
H (3.731, -4.815, 2.187)
H (2.413, -3.472, 3.724)
H (-0.457, -1.586, 5.543)
H (1.914, -3.482, 5.724)
H (0.338, -4.104, 5.032)
H (0.412, -3.436, 6.671)
H (2.486, -1.034, 5.088)
H (1.744, -1.134, 6.640)
H (1.142, 0.089, 5.545)
H (-1.621, -1.686, 2.015)
H (-2.116, -2.599, 4.919)
H (-3.283, -2.718, 3.640)
H (-2.686, -1.159, 4.152)
H (-1.151, -4.488, 3.330)
H (-0.179, -4.050, 1.896)
H (-1.948, -4.080, 1.803)
O (0.614, 2.504, 2.639)
Cl (1.772, 2.502, 3.687)
O (1.268, 2.348, 5.120)
O (-0.472, 0.438, 0.634)
O (0.174, -0.060, 3.245)
F (-4.281, 5.487, 0.406)
C (-3.667, 5.008, 1.518)
F (-2.640, 5.764, 1.831)
F (-4.509, 4.964, 2.530)
S (-3.038, 3.290, 1.199)
O (-1.778, 3.265, 2.030)
O (-2.726, 3.256, -0.200)
N (-4.161, 2.456, 1.725)
S (-3.856, 1.089, 2.580)
O (-3.301, 0.164, 1.606)
O (-2.655, 1.390, 3.605)
C (-6.371, -2.387, -0.286)
F (-6.875, -2.716, 0.892)
F (-5.164, -2.787, -0.388)
F (-7.110, -2.847, -1.283)

Model ii:
Formula: C38H54ClF6NO8P3S2SiTi
Source: the OMol25 dataset
Level of theory: ωB97M-V/def2-TZVPD

Results
* net charge: -1
* 2S+1: 3
* HOMO-LUMO gap (spin up / spin down): 6.3811 / 5.2740 eV

Atoms and positions in Å:
Ti (11.390, 8.807, 11.395)
C (15.039, 9.802, 15.391)
C (15.164, 8.899, 14.162)
C (14.542, 7.519, 14.264)
P (14.451, 9.736, 12.717)
C (15.957, 9.405, 11.382)
C (17.254, 8.996, 12.128)
C (15.817, 8.434, 10.117)
C (14.086, 11.545, 12.935)
C (15.294, 12.200, 12.900)
C (15.399, 13.543, 13.197)
C (14.267, 14.181, 13.634)
C (13.017, 13.605, 13.485)
C (12.848, 12.264, 13.100)
Si (11.261, 11.277, 12.545)
C (10.776, 10.509, 14.319)
C (11.543, 10.841, 15.484)
C (11.335, 10.297, 16.724)
C (10.377, 9.303, 16.868)
C (9.610, 8.920, 15.722)
C (9.738, 9.545, 14.523)
P (8.566, 9.057, 13.190)
C (7.941, 7.338, 13.470)
C (7.810, 6.512, 12.184)
C (6.744, 7.147, 14.412)
C (7.074, 10.167, 13.319)
C (5.924, 9.734, 12.440)
C (6.683, 10.550, 14.749)
C (10.029, 12.721, 12.447)
C (9.692, 13.321, 13.664)
C (8.647, 14.175, 13.738)
C (8.007, 14.620, 12.583)
C (8.418, 14.144, 11.353)
C (9.352, 13.062, 11.252)
P (9.917, 12.122, 9.700)
C (11.134, 13.449, 9.016)
C (12.357, 13.577, 10.005)
C (10.449, 14.851, 8.978)
C (8.361, 12.314, 8.739)
C (7.230, 11.556, 9.518)
C (8.592, 11.678, 7.371)
H (15.136, 9.226, 16.319)
H (14.008, 10.157, 15.359)
H (15.774, 10.677, 15.404)
H (16.181, 8.798, 13.973)
H (13.494, 7.622, 14.479)
H (15.021, 6.876, 15.035)
H (14.530, 7.018, 13.310)
H (16.070, 10.382, 10.904)
H (17.100, 8.013, 12.690)
H (17.750, 9.755, 12.758)
H (17.882, 8.792, 11.301)
H (15.966, 7.344, 10.317)
H (16.658, 8.789, 9.542)
H (14.916, 8.614, 9.515)
H (16.161, 11.685, 12.490)
H (16.377, 13.950, 13.304)
H (14.447, 15.173, 14.036)
H (12.130, 14.296, 13.603)
H (12.319, 11.595, 15.345)
H (11.903, 10.623, 17.587)
H (10.194, 8.749, 17.770)
H (8.891, 8.111, 15.822)
H (8.855, 6.882, 13.880)
H (6.986, 6.942, 11.646)
H (7.548, 5.492, 12.501)
H (8.715, 6.511, 11.616)
H (5.832, 6.870, 13.870)
H (6.464, 8.024, 15.015)
H (7.018, 6.292, 15.065)
H (7.581, 11.067, 12.871)
H (5.467, 8.829, 12.844)
H (6.356, 9.471, 11.426)
H (5.235, 10.555, 12.304)
H (6.587, 9.676, 15.400)
H (5.748, 11.159, 14.665)
H (7.485, 11.185, 15.195)
H (10.241, 13.153, 14.625)
H (8.370, 14.528, 14.704)
H (7.230, 15.366, 12.618)
H (7.984, 14.600, 10.472)
H (11.469, 13.049, 8.044)
H (12.034, 14.021, 10.877)
H (13.248, 14.104, 9.675)
H (12.694, 12.539, 10.309)
H (10.268, 15.140, 9.994)
H (9.478, 14.805, 8.487)
H (11.072, 15.639, 8.582)
H (8.048, 13.345, 8.646)
H (7.694, 10.614, 9.823)
H (6.362, 11.407, 8.889)
H (6.967, 12.038, 10.447)
H (8.963, 10.629, 7.506)
H (9.333, 12.159, 6.744)
H (7.605, 11.716, 6.849)
O (10.600, 8.671, 9.540)
Cl (11.667, 6.039, 13.122)
O (10.920, 7.027, 12.071)
O (9.320, 9.230, 11.862)
O (13.213, 8.739, 12.289)
F (15.379, 12.078, 6.826)
C (16.064, 12.352, 7.933)
F (17.410, 12.191, 7.781)
F (15.867, 13.651, 8.307)
S (11.703, 9.251, 8.718)
O (12.693, 9.513, 9.800)
O (11.255, 10.417, 7.951)
N (12.255, 8.090, 7.727)
S (12.965, 6.674, 8.075)
O (12.695, 6.073, 9.345)
O (14.345, 6.613, 7.640)
C (12.140, 5.629, 6.678)
F (12.553, 4.350, 6.907)
F (10.821, 5.673, 6.625)
F (12.637, 5.962, 5.448)

The data favor model i; the next most stable structure lies 18.3 kJ/mol above it.

Model i:
Formula: C3H8OS2
Source: the OMol25 dataset
Level of theory: ωB97M-V/def2-TZVPD

Results
* HOMO-LUMO gap (spin up / spin down): 7.9869 / 7.5257 eV

Atoms and positions in Å:
C (-0.658, 0.318, 0.788)
C (0.274, -0.264, -1.951)
C (0.493, -0.300, 1.325)
O (-0.763, -1.024, -2.532)
S (0.622, -2.071, 0.834)
S (2.151, 0.489, 0.876)
H (-0.709, 1.494, 0.979)
H (-0.424, 0.064, -0.402)
H (-1.541, -0.160, 0.986)
H (0.584, 0.553, -2.667)
H (0.996, -0.951, -1.632)
H (-1.392, -0.280, -2.514)
H (-0.632, -2.404, 1.219)
H (1.759, 1.132, -0.202)

Model ii:
Formula: C3H8OS2
Source: the OMol25 dataset
Level of theory: ωB97M-V/def2-TZVPD

Results
* SMILES string: CC=O.CSS
* HOMO-LUMO gap: 8.5318 eV

Atoms and positions in Å:
C (-2.324, 1.115, 1.660)
C (-1.858, -0.160, 2.245)
O (-1.236, -0.984, 1.625)
H (-3.196, 1.531, 2.155)
H (-2.496, 0.909, 0.602)
H (-1.568, 1.903, 1.687)
H (-2.117, -0.392, 3.295)
C (2.286, 1.090, -1.475)
S (1.370, 0.115, -0.254)
S (0.101, -0.839, -1.566)
H (2.753, 0.418, -2.189)
H (3.135, 1.517, -0.933)
H (1.691, 1.929, -1.813)
H (-0.714, -1.207, -0.559)

The data favor model ii; the next most stable structure lies 436.7 kJ/mol above it.

Model i:
Formula: C3H8OS2
Source: the OMol25 dataset
Level of theory: ωB97M-V/def2-TZVPD

Results
* SMILES string: CC=O.CSS
* HOMO-LUMO gap: 8.6769 eV

Atoms and positions in Å:
C (0.411, -1.602, 2.331)
C (1.467, -1.153, 1.363)
O (2.405, -1.819, 1.025)
H (0.034, -0.741, 2.885)
H (-0.455, -1.989, 1.791)
H (0.774, -2.346, 3.036)
H (1.294, -0.120, 0.992)
C (-2.536, 1.050, -0.648)
S (-1.030, 0.046, -0.717)
S (0.276, 1.568, -1.354)
H (-3.145, 0.916, -1.529)
H (-3.107, 0.747, 0.221)
H (-2.247, 2.081, -0.450)
H (1.363, 0.808, -1.164)

Model ii:
Formula: C3H8OS2
Source: the OMol25 dataset
Level of theory: ωB97M-V/def2-TZVPD

Results
* HOMO-LUMO gap: 8.6890 eV

Atoms and positions in Å:
S (0.125, 1.016, 0.824)
S (1.988, 0.403, 0.318)
C (-0.417, -0.678, 0.456)
C (1.541, -0.640, -1.024)
C (0.122, -1.062, -0.929)
H (-1.519, -0.735, 0.541)
H (0.015, -1.312, 1.255)
H (2.343, -1.389, -0.878)
H (1.785, -0.058, -1.933)
H (-0.500, -0.519, -1.667)
H (0.048, -2.143, -1.157)
O (-1.706, 2.684, 1.186)
H (-1.197, 1.910, 1.518)
H (-2.628, 2.523, 1.492)

Model iii:
Formula: C3H8OS2
Source: the OMol25 dataset
Level of theory: ωB97M-V/def2-TZVPD

Results
* SMILES string: CC=O.CSS
* HOMO-LUMO gap: 8.5930 eV

Atoms and positions in Å:
C (1.349, -0.882, -1.820)
C (1.539, 0.609, -1.744)
O (2.174, 1.196, -0.849)
H (1.886, -1.387, -1.036)
H (0.306, -0.888, -1.657)
H (1.465, -1.290, -2.851)
H (1.440, 1.155, -2.646)
C (-1.930, -0.294, 2.638)
S (-2.070, 0.296, 0.873)
S (-0.618, 1.563, 0.742)
H (-2.565, -1.155, 2.648)
H (-0.858, -0.569, 2.891)
H (-2.044, 0.602, 3.236)
H (-0.076, 1.043, -0.423)

Model iv:
Formula: C3H8OS2
Source: the OMol25 dataset
Level of theory: ωB97M-V/def2-TZVPD

Results
* SMILES string: CC[S@@](C)(=O)=S
* HOMO-LUMO gap: 9.4733 eV

Atoms and positions in Å:
C (0.539, 1.415, 0.776)
C (-0.279, 0.881, -0.346)
S (-1.503, -0.307, 0.391)
C (-1.012, -1.918, -0.473)
O (-1.330, -0.466, 1.818)
S (-3.256, 0.512, -0.275)
H (0.621, 0.874, 1.677)
H (1.428, 1.887, 0.302)
H (0.154, 2.417, 1.090)
H (0.344, 0.556, -1.156)
H (-1.143, 1.548, -0.608)
H (-1.347, -1.451, -1.487)
H (0.092, -2.218, -0.441)
H (-1.556, -2.829, -0.196)

The data favor model i; the next most stable structure lies 29.0 kJ/mol above it.

Model i:
Formula: C3H8OS2
Source: the OMol25 dataset
Level of theory: ωB97M-V/def2-TZVPD

Results
* SMILES string: C1CSSC1.O
* HOMO-LUMO gap: 8.8098 eV

Atoms and positions in Å:
C (-0.086, -0.524, -0.001)
C (0.258, -1.218, 1.352)
S (1.813, -0.678, 1.935)
S (2.639, -0.760, 0.095)
C (1.229, 0.011, -0.671)
H (-0.822, 0.301, 0.042)
H (-0.528, -1.338, -0.608)
H (-0.503, -0.959, 2.113)
H (0.250, -2.318, 1.229)
H (1.391, -0.305, -1.719)
H (1.319, 1.114, -0.634)
O (-2.378, 2.533, -0.796)
H (-2.786, 1.639, -0.750)
H (-1.795, 2.500, -1.587)

Model ii:
Formula: C3H8OS2
Source: the OMol25 dataset
Level of theory: ωB97M-V/def2-TZVPD

Results
* HOMO-LUMO gap (spin up / spin down): 8.1669 / 7.9542 eV

Atoms and positions in Å:
C (-1.678, 0.641, 0.630)
C (0.772, -0.948, -0.912)
C (0.700, 0.296, 0.041)
O (2.000, -1.546, -0.923)
S (1.176, -0.019, 1.725)
S (1.225, 1.850, -0.583)
H (-2.264, -0.258, 0.425)
H (-1.268, 0.794, 1.603)
H (-2.203, 1.368, 0.122)
H (-0.037, -1.632, -0.502)
H (0.492, -0.673, -1.887)
H (2.417, -1.415, -1.790)
H (2.112, 0.866, 1.759)
H (0.485, 2.672, 0.163)

The data favor model i; the next most stable structure lies 375.4 kJ/mol above it.